[1]
{"formula": "C2H6N3O", "method": "the ωB97M-V functional and the def2-TZVPD basis", "lumo_ha": [0.163, 0.165], "total_charge": -1, "de_lowest_kcal_mol": 75.8, "multiplicity": 1, "molar_mass_g_mol": 88.09, "e_homo_ev": [-2.88, -2.83], "symbols": ["C", "C", "N", "N", "N", "O", "H", "H", "H", "H", "H", "H"], "positions_angstrom": [[-0.9004, 0.5406, -0.1719], [0.5179, 0.0767, -0.5974], [1.2162, -2.8986, 2.0135], [1.3194, -0.4819, 0.3684], [0.4729, -2.3469, 1.1772], [-0.5711, -2.8100, 0.7148], [-1.5291, -0.3371, -0.0453], [-0.8411, 1.0745, 0.7781], [-1.3387, 1.2008, -0.9282], [1.0817, 0.9835, -0.9158], [0.3960, -0.5413, -1.5317], [2.0172, -2.2903, 2.1858]], "atomic_forces_ev_per_a": [[0.27, 0.04, -0.11], [-1.42, -0.31, -0.81], [-0.41, -0.82, 0.37], [0.82, -1.26, 1.69], [1.02, 2.66, -1.58], [0.00, -0.49, 0.42], [-0.08, -0.04, 0.07], [0.02, 0.00, 0.02], [-0.10, -0.03, -0.04], [0.16, -0.36, 0.24], [0.02, 0.26, 0.15], [-0.30, 0.35, -0.42]], "mulliken_charge": [-1.114, -0.297, -0.868, -0.496, 0.644, -0.593, 0.239, 0.304, 0.361, 0.331, 0.251, 0.238]}


[2]
{"formula": "C2H6N3O", "method": "the ωB97M-V functional and the def2-TZVPD basis", "lumo_ha": -0.159, "total_charge": 1, "de_lowest_kcal_mol": 136.2, "multiplicity": 1, "molar_mass_g_mol": 88.09, "e_homo_ev": -14.59, "symbols": ["C", "C", "N", "N", "N", "O", "H", "H", "H", "H", "H", "H"], "positions_angstrom": [[-1.3051, -0.6053, 0.5619], [0.6982, 0.6003, 0.8389], [-0.7042, -1.0046, 1.5775], [-0.3895, 0.4826, -0.2100], [0.2027, -0.0767, -1.4110], [0.4370, -0.4603, 1.7929], [-2.2466, -0.6686, 0.1676], [1.7241, 0.6086, 0.5807], [0.6413, 1.6127, 1.5065], [1.2448, -0.2524, -1.5589], [0.0391, 0.6625, -2.1291], [-0.3419, -0.8989, -1.7169]], "atomic_forces_ev_per_a": [[3.62, 2.54, -1.42], [-2.38, 2.89, 2.22], [-2.51, -1.37, 0.34], [1.43, -0.79, 3.18], [0.10, 0.40, -2.64], [2.59, 0.61, 0.10], [-2.23, -0.76, -0.48], [0.92, -0.61, -1.10], [-0.59, -2.19, -1.85], [-1.23, -0.15, 1.28], [-0.13, -0.61, 0.31], [0.42, 0.05, 0.05]], "mulliken_charge": [-0.070, -0.354, -0.128, -0.197, -0.261, -0.160, 0.489, 0.309, 0.228, 0.397, 0.374, 0.373]}


[3]
{"formula": "C2H6N3O2", "method": "the ωB97M-V functional and the def2-TZVPD basis", "lumo_ha": [-0.003, -0.107], "total_charge": 0, "de_lowest_kcal_mol": 28.8, "multiplicity": 2, "molar_mass_g_mol": 104.09, "e_homo_ev": [-8.54, -8.52], "s_squared": 0.7568, "symbols": ["O", "C", "O", "H", "N", "C", "N", "N", "H", "H", "H", "H", "H"], "positions_angstrom": [[0.6176, 2.3139, -0.0926], [-0.5897, 2.5274, 0.2771], [-1.2384, 2.1555, 1.3256], [-1.1630, 3.2759, -0.3053], [0.2057, -1.0997, -1.4330], [0.1282, -1.0841, -0.0172], [0.9438, -2.0550, 0.5690], [-0.7288, -0.3348, 0.6515], [-0.4606, -0.5258, -1.8934], [0.2939, -1.9987, -1.8354], [1.8825, -1.9545, 0.2503], [0.9373, -1.8921, 1.5601], [-0.8286, 0.6723, 0.9433]], "atomic_forces_ev_per_a": [[-2.94, -0.55, 0.99], [1.82, 1.65, 0.16], [1.37, -1.57, -1.40], [0.05, -0.12, -0.39], [-0.31, 0.80, 3.24], [-0.26, 0.11, -2.03], [-1.41, 1.63, 0.39], [1.39, -3.12, -1.21], [-0.39, 0.71, -0.36], [0.26, -0.96, -0.25], [0.76, -0.16, -0.59], [0.00, -0.35, 0.63], [-0.34, 1.92, 0.82]], "mulliken_spin": [0.002, -0.005, 0.011, 0.001, 0.056, -0.032, 0.051, 0.922, -0.003, -0.003, -0.001, -0.004, 0.007]}


[4]
{"formula": "C2H6N3O3", "method": "the ωB97M-V functional and the def2-TZVPD basis", "lumo_ha": 0.149, "total_charge": -1, "de_lowest_kcal_mol": 6.4, "multiplicity": 1, "molar_mass_g_mol": 120.09, "e_homo_ev": -5.14, "symbols": ["N", "C", "O", "O", "H", "H", "N", "C", "N", "O", "H", "H", "H", "H"], "positions_angstrom": [[-2.7386, 1.0669, 1.2874], [-1.5540, 0.8643, 0.5516], [-1.0936, -0.3131, 0.5595], [-0.9706, 1.8666, 0.0791], [-2.7239, 2.0155, 1.6543], [-2.8219, 0.3796, 2.0210], [1.5896, 0.3558, -1.1400], [1.9170, -0.9612, -0.9671], [1.0416, -1.6697, -0.1945], [2.8798, -1.4895, -1.5374], [2.2679, 0.7764, -1.7590], [0.7972, 0.9456, -0.7802], [0.0791, -1.2457, 0.1508], [1.3302, -2.5915, 0.0744]], "atomic_forces_ev_per_a": [[-0.33, 0.61, 0.14], [1.91, -0.10, 0.49], [-1.08, -0.09, -0.04], [-0.50, -0.07, -0.33], [-0.21, -0.29, -0.12], [-0.05, -0.06, -0.06], [0.32, 1.05, -0.40], [-1.50, -0.75, 0.31], [-1.34, 0.64, 0.65], [0.23, 0.47, 0.27], [-0.37, 0.26, 0.11], [0.73, -1.30, -0.09], [2.14, -0.33, -0.71], [0.04, -0.04, -0.24]], "mulliken_charge": [-0.636, 0.720, -0.792, -0.763, 0.222, 0.220, -0.286, 0.417, -0.350, -0.736, 0.170, 0.253, 0.430, 0.131]}


[5]
{"formula": "C2H6N3OS", "method": "the ωB97M-V functional and the def2-TZVPD basis", "lumo_ha": [-0.283, -0.283], "total_charge": 1, "de_lowest_kcal_mol": 169.7, "multiplicity": 1, "molar_mass_g_mol": 120.16, "e_homo_ev": [-13.98, -13.98], "symbols": ["C", "C", "N", "N", "N", "O", "S", "H", "H", "H", "H", "H", "H"], "positions_angstrom": [[0.1494, -1.1040, -0.5372], [0.3771, -0.5109, 0.8668], [0.3029, 1.6421, 0.1576], [-1.0708, -0.4887, -0.9016], [0.7156, 0.8719, 1.0284], [1.4837, 1.2059, 1.9569], [-1.4962, 0.1037, -2.2439], [0.9191, -0.8564, -1.1754], [0.2460, -2.2595, -0.6520], [-0.5434, -0.7028, 1.5915], [1.1123, -1.2082, 1.4147], [0.5734, 2.6526, 0.2523], [-2.7691, 0.6542, -1.7582]], "atomic_forces_ev_per_a": [[-0.09, -0.42, 1.37], [-0.95, -4.91, 3.63], [-1.50, 1.13, -2.16], [-1.54, -0.35, -0.71], [2.94, 2.14, 0.88], [-0.94, -1.02, -0.23], [-1.48, 0.68, 0.91], [1.92, 1.05, -1.61], [-1.18, 1.70, 0.88], [1.48, 0.53, -1.85], [-0.46, 1.69, -0.91], [0.13, -1.45, 0.69], [1.66, -0.78, -0.89]], "mulliken_charge": [-0.350, -0.639, -0.673, -0.008, 0.923, -0.581, 0.260, 0.384, 0.416, 0.301, 0.395, 0.275, 0.299]}


[6]
{"formula": "C2H6N3OS", "method": "the ωB97M-V functional and the def2-TZVPD basis", "lumo_ha": -0.176, "total_charge": 1, "de_lowest_kcal_mol": 33.5, "multiplicity": 1, "molar_mass_g_mol": 120.16, "e_homo_ev": -12.82, "symbols": ["C", "C", "N", "N", "N", "O", "S", "H", "H", "H", "H", "H", "H"], "positions_angstrom": [[0.5786, -0.7027, -1.1360], [-0.6374, 1.6817, 1.9245], [1.5801, 0.0780, -1.5013], [-1.5480, 0.9950, 2.4588], [0.0559, -1.7065, -1.9423], [0.1197, 2.5122, 1.7330], [-0.2500, -0.5463, 0.2440], [2.3265, -0.1111, -2.2045], [2.1038, 0.3715, -0.6914], [-2.0982, 1.4597, 3.2742], [-1.9538, 0.0320, 2.2587], [0.4061, -1.8414, -2.8742], [-0.6833, -2.2222, -1.5436]], "atomic_forces_ev_per_a": [[-1.46, -2.81, -3.02], [1.46, 0.09, -0.83], [2.83, 0.40, -0.43], [-3.47, -0.93, 2.69], [2.47, 2.50, 0.25], [-0.55, -0.42, -0.05], [-1.18, 0.87, 3.23], [-1.63, -0.41, 0.14], [-0.33, 0.71, 0.29], [1.38, -0.69, -1.74], [1.37, 1.61, -0.45], [-0.11, -0.34, -0.07], [-0.78, -0.57, -0.02]], "mulliken_charge": [0.701, 0.709, -0.426, -0.361, -0.398, -0.152, -0.628, 0.291, 0.264, 0.330, 0.278, 0.214, 0.177]}


[7]
{"formula": "C2H6N4", "method": "the ωB97M-V functional and the def2-TZVPD basis", "lumo_ha": 0.013, "total_charge": 0, "de_lowest_kcal_mol": 190.7, "multiplicity": 1, "molar_mass_g_mol": 86.10, "e_homo_ev": -8.60, "symbols": ["C", "C", "N", "N", "N", "N", "H", "H", "H", "H", "H", "H"], "positions_angstrom": [[-1.2836, -0.0383, 0.7825], [1.1744, 0.0929, 0.6634], [-1.4436, 0.6680, -0.4756], [-1.6265, -0.7398, -0.4707], [1.4543, -0.7889, -0.4292], [1.5615, 0.7499, -0.4520], [-1.9058, 0.0825, 1.5559], [1.8533, 0.0398, 1.6105], [-2.2728, 1.1759, -0.4130], [-0.7014, -1.0909, -0.7554], [2.4247, -1.1487, -0.4694], [0.7654, 0.9975, -1.1470]], "atomic_forces_ev_per_a": [[5.28, -0.01, -5.80], [-1.31, -2.00, 2.69], [2.43, 0.72, 1.38], [0.16, -1.10, 1.78], [0.29, 0.51, -0.06], [-1.02, 0.52, -2.76], [-2.06, 0.28, 2.95], [-1.67, 0.47, -1.60], [-2.13, 0.60, -0.52], [-0.34, -0.14, -0.41], [-0.68, 0.31, 0.44], [1.06, -0.16, 1.90]], "mulliken_charge": [-0.208, 0.080, -0.357, -0.453, -0.519, -0.429, 0.366, 0.255, 0.205, 0.434, 0.242, 0.384]}


[8]
{"formula": "C2H6N4", "method": "the ωB97M-V functional and the def2-TZVPD basis", "lumo_ha": 0.001, "total_charge": 0, "de_lowest_kcal_mol": 89.6, "multiplicity": 1, "molar_mass_g_mol": 86.10, "e_homo_ev": -9.04, "symbols": ["C", "C", "N", "N", "N", "N", "H", "H", "H", "H", "H", "H"], "positions_angstrom": [[0.0123, 0.2909, 0.0218], [-2.2827, -0.0022, 0.0019], [2.3010, 0.9148, -0.0243], [1.6321, -1.3065, -0.0291], [1.4348, -0.0547, -0.0218], [-0.9615, -0.5202, -0.0632], [-0.0913, 1.3755, 0.1565], [-2.3281, 1.0728, 0.2214], [-2.8257, -0.5588, 0.7632], [-2.7656, -0.2014, -0.9548], [3.2477, 0.5362, -0.0298], [2.6271, -1.5463, -0.0417]], "atomic_forces_ev_per_a": [[-1.73, 0.78, 0.07], [-0.47, 0.44, 0.04], [-1.70, 0.51, 0.04], [-0.39, -0.92, 0.00], [1.72, -1.23, -0.03], [3.08, 0.45, -0.03], [0.08, -0.20, -0.06], [-0.07, -0.06, -0.03], [-0.10, 0.03, 0.02], [-0.09, 0.02, 0.02], [-0.28, -0.40, -0.02], [-0.06, 0.60, -0.02]], "mulliken_charge": [0.017, -0.643, -0.851, -0.809, 1.019, -0.309, 0.321, 0.326, 0.239, 0.247, 0.222, 0.221]}


[9]
{"formula": "C2H6N4NaO13S", "method": "the ωB97M-V functional and the def2-TZVPD basis", "lumo_ha": 0.165, "total_charge": -3, "de_lowest_kcal_mol": 47.1, "multiplicity": 1, "molar_mass_g_mol": 349.14, "e_homo_ev": -0.01, "symbols": ["Na", "N", "O", "O", "O", "N", "O", "O", "O", "N", "O", "O", "O", "N", "O", "O", "O", "C", "S", "O", "C", "H", "H", "H", "H", "H", "H"], "positions_angstrom": [[-8.4109, 23.6199, -10.8455], [-3.3016, 21.6588, -10.3274], [-2.6185, 22.6594, -10.6437], [-4.4610, 21.4498, -10.7051], [-2.6975, 20.7730, -9.7785], [-11.2258, 20.3833, -9.2672], [-11.7075, 19.3754, -8.9600], [-10.7563, 21.1751, -8.4507], [-11.2287, 20.6695, -10.4042], [-5.2602, 26.5482, -7.4239], [-4.0976, 26.6229, -7.7344], [-5.9685, 25.8306, -8.1153], [-5.7352, 27.2584, -6.6184], [-5.7402, 27.0683, -14.1208], [-6.3836, 26.0324, -13.9157], [-4.7572, 27.2821, -13.4447], [-6.0606, 27.8639, -14.9876], [-13.9807, 26.9157, -9.7274], [-12.5713, 27.5556, -10.7788], [-11.8419, 26.3704, -11.4211], [-13.4839, 28.3162, -12.1625], [-13.6316, 26.2000, -8.9830], [-14.5448, 26.3406, -10.4617], [-14.5840, 27.7117, -9.2910], [-13.8483, 29.2572, -11.7502], [-14.3712, 27.7292, -12.3994], [-12.9194, 28.4580, -13.0842]], "atomic_forces_ev_per_a": [[0.38, -0.01, 0.24], [1.36, 0.94, -2.14], [-1.22, 0.96, -0.21], [-1.35, 0.83, -0.16], [1.21, -3.02, 2.45], [1.37, 3.14, 1.68], [-2.94, -6.77, 3.30], [1.07, 1.39, 2.05], [0.55, 2.43, -7.19], [0.62, -1.21, -3.98], [3.87, 0.21, 0.15], [-2.35, -2.28, -0.99], [-2.40, 3.40, 5.01], [0.35, -0.86, 0.78], [-1.39, -1.13, -0.20], [1.96, 0.61, 1.24], [-1.17, 1.45, -2.03], [0.12, -0.31, -1.54], [1.70, -1.40, -0.83], [-1.41, 1.36, 1.23], [-1.21, -0.07, 0.83], [0.43, 0.37, -0.03], [-0.39, -0.04, 0.17], [0.21, 0.07, -0.08], [0.08, 0.28, -0.25], [0.05, -0.26, -0.03], [0.49, -0.09, 0.54]], "mulliken_charge": [0.989, 0.969, -0.637, -0.667, -0.664, 1.125, -0.691, -0.722, -0.706, 1.058, -0.665, -0.680, -0.711, 1.001, -0.674, -0.625, -0.701, -0.886, 0.482, -0.577, -0.878, 0.340, 0.274, 0.320, 0.320, 0.282, 0.325]}